DFT (the ωB97M-V functional and the def2-TZVPD basis) results for a 13-piece molecular cluster, C42H120N10O13 overall in a non-equilibrium geometry.

Each line ends with the Mulliken charge.
CARTESIAN COORDINATES (ANGSTROEM)
O -1.424 -5.664 9.685  -0.29
O 5.095 3.515 -10.476  -0.30
O 7.835 -0.780 3.442  -0.34
O -7.274 1.397 -4.090  -0.51
O -6.212 -3.626 -1.257  -0.63
O 5.670 -8.495 -0.600  -0.23
O -7.328 -3.994 3.163  -0.65
O 0.622 0.605 -0.014  -0.28
O -5.030 4.766 6.989  -0.32
O -4.739 13.364 -2.232  -0.33
O 3.499 -4.175 -6.881  -0.31
O -8.443 -8.055 -1.350  -0.30
O 2.108 9.669 4.562  -0.33
N -7.208 -8.781 1.201  -0.72
N 2.424 5.617 -11.960  -0.81
N 10.319 -2.039 0.799  -0.71
N 5.683 10.185 5.430  -0.74
N 1.333 -0.741 2.371  -0.74
N -5.110 10.624 -3.664  -0.63
N -5.764 8.084 8.400  -0.74
N 3.195 -7.825 -6.386  -0.66
N -3.902 -8.179 8.762  -0.72
N 9.388 -8.044 -0.895  -0.68
C 0.627 -1.406 1.285  0.55
C -5.749 6.611 8.281  0.43
C -1.025 -4.386 9.126  -0.79
C 3.277 10.409 4.828  -0.75
C 7.971 -1.412 0.378  -1.26
C 7.024 -8.391 -0.138  -0.67
C 3.309 -6.533 -7.056  0.36
C 4.469 9.430 5.049  0.47
C -4.807 14.716 -2.474  -0.75
C 4.708 -8.892 0.360  -0.77
C 7.997 -8.234 -1.328  0.32
C 8.122 0.579 3.491  -0.71
C 8.861 -1.559 2.772  -0.75
C -4.155 4.284 5.919  -0.75
C 3.226 -2.944 -6.222  -0.71
C -2.436 -6.301 8.884  -0.67
C -3.081 -7.509 9.686  0.35
C 2.027 9.054 3.234  -0.69
C 3.410 5.125 -11.000  0.57
C 0.165 1.639 -0.851  -0.78
C 2.719 5.224 -9.610  -1.45
C -1.948 -8.486 10.111  -1.31
C -0.148 -2.551 1.967  -1.32
C -7.906 -9.696 0.323  0.58
C -7.213 2.701 -4.704  -0.25
C -2.687 10.408 -3.661  -1.45
C 6.025 2.451 -10.806  -0.68
C -7.236 6.186 8.012  -1.33
C -0.258 -0.404 0.462  -0.76
C 4.190 8.383 6.125  -1.30
C -3.881 11.151 -3.036  0.52
C 9.176 -1.233 1.309  0.57
C 2.414 -6.685 -8.306  -1.46
C 2.963 -5.287 -6.249  -0.49
C -3.909 12.692 -3.201  -0.59
C -7.917 2.547 -5.997  -0.89
C 7.944 -9.550 -2.206  -1.26
C -4.776 6.126 7.240  -0.72
C -9.368 -7.594 -2.245  -0.79
C -8.425 -10.803 1.243  -1.52
C 4.023 3.787 -11.421  -0.68
C -9.004 -9.052 -0.510  -0.66
H -5.407 14.859 -3.373  0.32
H 2.921 6.211 -12.608  0.26
H 3.104 10.841 5.814  0.32
H -7.968 3.535 -6.454  0.32
H -5.200 9.630 -3.507  0.22
H -0.413 -4.463 8.228  0.30
H 1.024 8.696 3.003  0.27
H -7.240 -10.326 -0.266  0.15
H -5.241 10.905 -4.625  0.21
H -4.418 -8.841 9.324  0.28
H 8.455 -2.568 2.852  0.28
H -9.746 -6.619 -1.936  0.25
H 1.707 4.818 -9.599  0.37
H -6.914 -4.254 -1.425  0.32
H -5.434 15.218 -1.736  0.27
H -3.769 6.364 7.582  0.38
H 8.635 -9.381 -3.031  0.40
H -0.658 1.325 -1.493  0.30
H 6.785 2.345 -10.033  0.22
H 5.100 7.923 6.512  0.43
H 9.730 -1.546 3.429  0.40
H 9.070 0.825 3.967  0.30
H 7.597 -2.432 0.471  0.32
H 1.882 -5.157 -6.204  0.27
H 5.555 1.493 -11.027  0.28
H -4.541 -7.429 8.542  0.26
H 2.726 8.249 3.007  0.26
H 7.674 -7.338 -1.858  0.25
H 4.175 5.901 -11.009  0.27
H -0.525 -3.215 1.189  0.36
H -7.672 3.406 -4.011  0.26
H 4.829 -9.921 0.698  0.30
H 8.050 0.990 2.484  0.25
H -7.423 5.112 7.981  0.32
H 1.378 -6.749 -7.974  0.37
H 2.223 -8.055 -6.237  0.26
H -9.310 -10.441 1.767  0.34
H 3.635 8.838 6.945  0.32
H 1.833 0.067 2.029  0.26
H 7.159 -9.364 0.333  0.30
H 8.208 -1.209 -0.666  0.38
H -8.936 2.171 -5.911  0.27
H 2.318 9.838 2.535  0.32
H -6.575 -8.115 0.781  0.24
H 3.338 -5.327 -5.227  0.36
H -0.964 -2.161 2.574  0.33
H -2.304 -9.458 10.452  0.36
H 2.154 -2.755 -6.182  0.30
H -6.564 8.229 9.000  0.29
H -1.763 10.846 -3.283  0.35
H -6.571 -9.402 1.679  0.26
H 2.360 -5.808 -8.951  0.37
H -7.386 1.799 -6.585  0.26
H -7.726 -11.104 2.023  0.39
H 6.461 9.541 5.413  0.25
H 3.675 7.518 5.708  0.29
H 0.901 2.102 -1.508  0.25
H 4.397 3.862 -12.442  0.34
H -1.281 -8.028 10.841  0.32
H -3.837 15.201 -2.369  0.30
H 5.667 10.432 6.409  0.27
H 3.740 -8.733 -0.115  0.24
H -8.775 -11.661 0.669  0.36
H 2.698 -7.496 -8.976  0.32
H -1.020 0.063 1.086  0.36
H -2.663 9.318 -3.660  0.39
H 3.757 -2.182 -6.793  0.23
H 3.276 2.996 -11.345  0.29
H -6.821 -3.553 2.481  0.32
H -0.270 2.456 -0.277  0.30
H -2.601 10.573 -4.735  0.32
H 9.964 -8.170 -1.715  0.26
H -3.159 4.289 6.362  0.31
H 3.254 4.571 -8.920  0.38
H -1.284 -8.743 9.286  0.32
H -4.092 4.982 5.085  0.30
H -6.206 3.098 -4.825  0.24
H 7.189 -0.682 0.584  0.30
H -9.848 -8.669 0.063  0.40
H -0.623 -3.810 9.959  0.28
H 9.700 -8.752 -0.245  0.25
H 3.477 11.212 4.118  0.35
H 1.989 6.393 -11.482  0.28
H -4.281 12.922 -4.200  0.29
H 1.255 -1.888 0.535  0.19
H -7.998 1.357 -3.461  0.29
H -7.383 -4.903 2.870  0.32
H 3.592 -7.698 -5.466  0.26
H -4.915 6.659 6.300  0.34
H -10.280 -8.188 -2.312  0.38
H 3.589 -2.987 -5.195  0.30
H -2.022 -6.707 7.961  0.36
H 2.069 -1.341 2.715  0.24
H 4.660 -8.141 1.149  0.31
H -0.845 -0.870 -0.330  0.39
H -3.907 10.837 -1.992  0.22
H 6.410 2.823 -11.756  0.29
H 8.285 -10.418 -1.640  0.32
H 2.873 6.230 -9.219  0.36
H -8.802 -7.572 -3.176  0.26
H -2.859 12.983 -3.193  0.34
H -6.025 8.545 7.541  0.27
H 7.482 1.122 4.186  0.28
H -3.183 -5.565 8.589  0.37
H 4.707 9.000 4.076  0.26
H -9.314 -9.925 -1.083  0.38
H 4.267 -6.339 -7.539  0.24
H 0.536 -3.148 2.570  0.34
H 7.219 -7.525 0.495  0.35
H -7.759 6.573 8.887  0.42
H -7.678 6.703 7.161  0.30
H -6.041 -3.223 -2.108  0.32
H 9.467 -0.189 1.197  0.20
H -1.860 -3.760 8.810  0.32
H -4.300 3.234 5.664  0.27
H 6.954 -9.625 -2.655  0.31
H 11.030 -2.080 1.515  0.24
H -3.621 -7.218 10.587  0.28
H -5.483 6.165 9.239  0.22
H 10.088 -2.994 0.566  0.26

Results
Gap between HOMO and LUMO (eV): 9.309


DFT (the ωB97M-V functional and the def2-TZVPD basis) results for a 15-piece molecular cluster, C42H123N21O15 overall in a non-equilibrium geometry.

Each line ends with the Mulliken spin population.
CARTESIAN COORDINATES (ANGSTROEM)
O -21.680 3.823 4.509  0.00
O -19.123 12.045 3.479  0.00
O -9.209 7.375 4.227  -0.01
O -11.841 12.057 6.905  0.00
O -21.454 9.448 -2.645  -0.01
O -17.296 5.374 -0.201  -0.85
O -14.086 2.157 1.418  -0.11
O -18.995 6.291 7.630  0.00
O -15.648 13.448 9.004  0.00
O -10.543 9.804 -1.791  -0.69
O -17.308 9.909 1.677  0.03
O -17.235 14.104 2.981  0.00
O -10.086 13.243 0.104  -0.01
O -17.167 11.394 -3.396  -0.17
O -20.678 13.346 1.624  0.00
N -16.699 7.038 -1.642  -0.60
N -15.684 15.606 3.420  0.00
N -13.377 9.190 -1.490  -0.28
N -17.581 8.150 5.699  0.00
N -16.390 13.436 -3.739  -0.06
N -20.795 11.518 4.805  0.00
N -15.495 12.355 -2.241  -0.19
N -15.008 13.788 2.517  0.00
N -19.274 9.786 -2.819  -0.05
N -20.684 11.357 0.486  0.00
N -20.668 11.151 -3.724  -0.01
N -17.236 11.780 6.120  0.00
N -10.977 4.036 4.179  0.00
N -16.052 4.039 1.777  0.05
N -12.731 14.731 4.706  0.00
N -22.604 12.504 0.815  0.00
N -15.322 5.473 -1.128  -0.06
N -20.222 6.166 5.008  0.00
N -19.736 9.934 3.801  0.00
N -14.601 10.880 1.286  0.04
N -13.464 14.538 -0.925  0.01
C -12.411 8.669 -0.560  -0.77
C -11.968 13.451 6.580  0.00
C -9.612 9.637 -2.914  0.48
C -16.090 14.407 2.981  0.00
C -14.891 14.480 9.522  0.00
C -11.219 5.910 5.748  0.00
C -16.796 11.965 7.515  0.00
C -17.319 9.165 0.472  -0.20
C -18.650 5.757 3.180  -0.07
C -11.250 14.095 0.062  0.01
C -22.181 2.516 4.751  0.00
C -19.884 11.206 3.949  0.00
C -11.086 11.869 8.120  0.00
C -12.813 7.238 -0.048  -0.59
C -10.031 8.303 3.561  -0.09
C -10.140 11.992 0.743  0.01
C -20.504 10.021 -3.161  0.04
C -13.649 0.873 1.701  0.01
C -14.757 5.518 3.190  0.00
C -20.080 5.432 3.722  0.01
C -10.839 5.477 4.303  -0.06
C -11.648 12.639 4.098  0.00
C -14.759 9.701 2.092  -0.10
C -16.516 5.911 -0.952  2.73
C -16.942 6.980 6.374  0.00
C -12.559 13.372 5.157  0.00
C -16.366 12.307 -3.184  0.47
C -15.466 7.112 6.450  0.00
C -15.808 13.233 7.630  0.00
C -9.491 6.043 3.788  0.03
C -21.313 12.433 0.949  0.00
C -15.901 10.748 7.756  0.00
C -13.982 3.165 2.463  0.02
C -20.399 3.934 3.829  0.00
C -19.822 6.852 8.642  0.00
C -16.238 9.515 2.573  0.13
C -11.108 8.565 -1.393  1.14
C -12.156 12.986 -2.103  0.00
C -12.448 13.478 -0.709  -0.07
C -13.660 9.804 3.177  0.00
C -17.564 6.575 7.751  0.00
C -14.750 4.457 2.072  -0.41
H -11.270 7.992 -2.306  0.15
H -14.856 6.211 6.512  0.00
H -14.978 13.196 -2.031  0.00
H -9.318 5.941 2.717  0.01
H -16.491 9.171 -0.237  0.03
H -14.292 2.731 3.413  0.01
H -19.676 11.360 0.420  0.00
H -21.614 2.222 5.634  0.00
H -11.257 11.729 4.554  0.00
H -18.145 9.529 -0.140  0.07
H -14.191 14.168 2.972  0.00
H -17.684 8.182 4.694  0.00
H -11.337 6.986 5.880  0.00
H -13.923 0.464 2.673  0.00
H -16.002 3.119 1.363  0.01
H -14.763 6.008 -1.778  -0.11
H -14.893 12.836 2.198  0.00
H -12.639 9.924 2.815  0.01
H -10.707 13.151 3.893  0.00
H -11.872 3.704 4.509  0.00
H -15.118 15.532 9.347  0.00
H -13.630 7.299 0.671  0.66
H -8.693 5.410 4.176  0.00
H -12.970 3.556 2.567  0.03
H -13.515 8.903 3.772  0.01
H -9.164 11.527 0.604  0.00
H -17.191 5.794 8.414  0.00
H -19.999 11.886 -3.546  0.00
H -10.931 15.051 -0.353  0.00
H -10.505 3.775 5.033  0.00
H -12.911 15.226 -1.417  0.00
H -23.010 11.915 0.102  0.00
H -13.995 10.552 0.547  0.03
H -18.557 7.973 5.886  0.00
H -13.898 14.323 9.101  0.00
H -23.230 2.497 5.049  0.00
H -15.499 10.713 8.768  0.00
H -16.283 10.347 3.275  0.00
H -20.849 5.739 3.014  0.00
H -21.062 12.481 4.956  0.00
H -16.381 4.568 0.981  -0.08
H -10.081 8.360 2.473  0.06
H -14.888 13.253 7.046  0.00
H -11.537 14.525 1.021  0.00
H -12.072 6.767 0.597  0.45
H -19.580 5.613 5.559  0.00
H -12.926 12.431 -2.639  -0.02
H -22.247 1.799 3.933  0.00
H -17.147 6.101 5.763  0.00
H -15.226 7.589 5.500  0.00
H -11.791 15.101 4.687  0.00
H -13.820 6.038 3.393  -0.02
H -17.558 8.124 0.688  -0.02
H -12.798 9.730 -2.117  0.18
H -10.376 5.641 6.385  0.00
H -13.749 10.642 3.868  0.00
H -16.475 9.823 7.695  0.00
H -14.852 14.287 10.594  0.00
H -21.353 10.799 5.243  0.00
H -16.213 8.567 3.110  -0.03
H -18.551 10.410 -3.147  0.01
H -13.540 12.898 5.154  0.00
H -17.886 5.186 3.706  -0.01
H -14.013 0.114 1.008  0.00
H -12.157 9.311 0.284  -0.08
H -17.761 10.918 6.137  0.00
H -10.101 12.333 8.175  0.00
H -19.040 9.641 3.131  0.00
H -11.371 12.234 -2.024  0.03
H -14.338 4.854 1.144  0.30
H -14.681 15.700 3.352  0.00
H -21.118 6.053 5.459  0.00
H -16.371 14.100 7.286  0.00
H -19.598 7.917 8.690  0.00
H -8.646 9.388 -2.475  -0.01
H -9.612 9.220 3.975  -0.01
H -17.494 7.569 8.192  0.00
H -19.824 6.277 9.568  0.00
H -11.075 8.189 3.854  0.01
H -15.386 6.392 3.026  -0.02
H -10.439 12.253 1.758  -0.01
H -10.969 11.492 0.242  0.00
H -20.358 3.602 2.792  0.01
H -21.130 10.677 -0.114  0.00
H -19.691 3.409 4.470  0.00
H -9.404 10.468 -3.589  0.04
H -10.338 8.063 -0.807  0.23
H -12.845 12.554 -0.290  0.02
H -9.812 8.856 -3.648  -0.09
H -12.063 12.407 3.118  0.00
H -18.251 6.772 3.160  -0.02
H -13.461 8.469 -2.192  -0.32
H -16.011 7.131 -2.376  -0.21
H -12.000 13.812 -2.797  -0.01
H -13.094 15.351 5.415  0.00
H -17.644 7.097 -1.992  0.20
H -10.878 10.841 8.416  0.00
H -19.186 8.887 -2.366  0.02
H -20.807 6.756 8.184  0.00
H -12.567 0.823 1.581  -0.01
H -11.040 14.017 6.653  0.00
H -13.701 15.126 -0.139  0.00
H -20.302 9.316 4.364  0.00
H -15.266 7.803 7.269  0.00
H -12.616 14.028 7.240  0.00
H -11.650 5.774 3.638  0.03
H -16.346 16.349 3.591  0.00
H -15.166 10.667 6.955  0.00
H -16.555 11.677 5.381  0.00
H -12.099 5.437 6.183  0.00
H -15.035 5.121 4.166  0.00
H -14.921 4.638 -0.726  -0.16
H -18.623 5.277 2.201  0.04
H -14.545 8.866 1.425  -0.04
H -22.884 13.439 1.076  0.00
H -15.945 14.220 -3.282  0.01
H -17.072 13.556 -4.474  -0.01
H -17.674 11.972 8.161  0.00
H -21.653 11.360 -3.795  0.00
H -15.607 11.586 -1.595  0.00
H -13.000 6.517 -0.845  -0.15
H -11.796 12.125 8.906  0.00
H -15.515 10.925 0.858  -0.01

Results
Total charge: -1
Spin multiplicity: 2
Gap between HOMO and LUMO (alpha / beta) (eV): 1.978 / 7.837


DFT (the ωB97M-V functional and the def2-TZVPD basis) results for C42H21CdF15GeN4O4S2 as an isolated structure in a non-equilibrium geometry.

Each line ends with the Mulliken charge.
CARTESIAN COORDINATES (ANGSTROEM)
Cd 0.987 -0.346 -0.559  3.24
Ge -2.590 0.427 -2.021  1.27
S -0.524 0.076 -2.616  -0.97
S 1.061 -3.051 -1.632  -0.34
F -4.471 1.254 0.557  -0.35
F -3.273 -1.626 -4.376  -0.28
F -1.387 3.468 -2.340  -0.43
F -2.856 -4.360 0.345  -0.32
F -6.562 -2.931 -2.329  -0.30
F -0.796 5.210 -0.436  -0.40
F -4.070 1.613 -7.759  -0.29
F -2.303 5.268 1.825  -0.34
F -3.890 3.137 2.481  -0.34
F -5.212 -4.920 -0.951  -0.31
F -3.707 -0.971 -7.026  -0.30
F -4.574 2.776 -3.218  -0.33
F -5.445 -0.459 -2.497  -0.33
F -1.819 -1.879 0.282  0.10
F -4.748 3.486 -5.817  -0.29
O -0.965 1.484 6.433  -0.48
O 0.023 0.453 1.374  -0.80
O 0.918 0.712 7.598  -0.51
O 1.754 -0.915 1.545  -1.23
N 3.322 -0.229 -1.709  0.01
N 2.413 -4.074 0.426  -0.03
N 0.167 -4.103 0.666  0.26
N 2.111 1.935 -0.409  -0.06
C 5.171 1.250 -2.368  0.82
C 1.030 0.467 6.228  0.73
C -3.314 3.177 1.270  -0.08
C 3.900 0.991 -1.703  -0.32
C 0.212 -4.943 1.876  -0.62
C 5.156 3.570 -1.715  -0.81
C -3.549 -0.322 -4.707  0.29
C -0.386 1.370 7.732  -0.22
C 2.621 -4.925 1.577  -0.69
C -0.038 0.963 5.522  0.68
C -1.701 4.226 -0.181  -0.19
C -2.961 -2.121 -0.421  -0.19
C 0.822 -0.040 3.541  0.13
C 1.527 -4.672 2.595  -0.44
C -3.929 1.289 -6.459  0.35
C 5.284 -1.152 -2.762  -0.89
C 3.297 4.452 -0.389  -0.99
C -0.237 0.651 4.180  -0.88
C 5.898 0.101 -2.813  -0.50
C 1.922 -0.535 4.264  -0.35
C -4.783 -1.421 -1.787  0.42
C 2.060 -0.248 5.604  -0.91
C -3.518 -3.388 -0.338  -0.17
C -2.399 4.194 1.025  1.01
C -4.170 2.291 -5.492  0.14
C -4.088 1.941 -4.126  0.17
C -5.397 -2.669 -1.670  0.12
C 3.925 3.408 -1.053  1.00
C 3.304 2.115 -0.954  0.30
C 1.556 2.959 0.252  -0.71
C 3.986 -1.275 -2.230  -0.39
C -4.744 -3.658 -0.978  0.36
C -3.496 0.703 -3.731  -0.30
C -2.715 2.081 -0.886  -0.10
C -3.501 -1.108 -1.257  0.14
C -1.932 3.236 -1.123  0.17
C 2.101 4.216 0.231  -0.80
C -3.474 2.162 0.274  0.58
C 5.785 2.557 -2.382  -0.89
C 0.843 -0.214 2.032  0.56
C 1.222 -3.757 -0.090  0.11
C -3.713 -0.013 -6.041  0.24
H 3.633 -4.807 2.040  0.39
H 6.903 0.224 -3.240  0.36
H -1.016 0.799 8.374  0.26
H -0.251 2.376 8.136  0.25
H 1.654 -5.363 3.406  0.40
H 6.750 2.754 -2.865  0.34
H -0.741 -3.945 0.239  -0.07
H 2.521 -5.997 1.268  0.28
H -0.684 -4.672 2.468  0.34
H 3.705 5.446 -0.379  0.43
H 0.156 -6.016 1.611  0.32
H 1.557 5.002 0.769  0.44
H 5.618 4.547 -1.663  0.38
H 2.923 -0.693 6.146  0.35
H 0.634 2.824 0.835  0.73
H 3.376 -2.151 -2.354  0.47
H -1.045 0.990 3.512  0.52
H 5.666 -2.014 -3.308  0.38
H 2.698 -1.080 3.743  0.40
H 1.534 -3.682 3.005  0.07
H 3.270 -3.883 -0.133  0.25

Results
Energy relative to the best compared isomer or geometry (same formula, charge and spin) (kcal/mol): 0.00
Gap between HOMO and LUMO (eV): 7.565